Formula: C6H8N2
Source: the OMol25 dataset
Level of theory: wB97M-V/def2-TZVPD

The geometry in XYZ format:
```
16
Properties=species:S:1:pos:R:3:lowdin_charge:R:1
C 0.47567 -0.47596 2.43034 -0.07
C -0.03791 -0.43090 0.99666 -0.32
C -0.39833 -1.35304 -0.94676 -0.06
C -0.17071 -0.01910 -1.19139 -0.17
C -0.33854 1.40948 -1.84050 -0.04
C 0.30522 0.46093 0.01169 -0.21
H 0.72567 0.53695 2.89778 0.07
H 1.59403 -0.78982 2.39571 0.09
H -0.20172 -1.01547 3.29290 0.12
H -0.38989 -2.38685 0.80800 0.10
H -0.93528 -2.24261 -1.30112 0.11
H -1.38400 1.83947 -1.68509 0.11
H 0.16884 1.74453 -2.87602 0.13
H -0.06776 2.58963 0.11180 0.07
N -0.18916 -1.58235 0.39740 0.05
N 0.40027 1.89316 -0.45514 0.02
```

The gap between HOMO and LUMO is 8.466 eV. The value obtained for the LUMO energy is 0.94 eV. The calculation puts the energy above the lowest of the compared OMol25 structures with the same formula, charge and spin at 432.4 kJ/mol. The calculation puts the total energy at -9327.226 eV. As for the multiplicity: 1. Its SMILES is Cc1[nH]cc2c1NC2.

***

Formula: C18H51N3O9
Source: the OMol25 dataset
Level of theory: wB97M-V/def2-TZVPD

The geometry in XYZ format:
```
81
Properties=species:S:1:pos:R:3:lowdin_charge:R:1
C -0.14970 2.59663 0.09906 -0.04
C 0.25378 1.37193 -0.70382 -0.42
C -0.29028 0.01655 -0.28341 -0.26
O 0.42169 -1.08834 -0.72403 -0.16
C -0.33156 -2.27483 -0.63470 -0.12
N -0.18525 1.59035 -2.13169 0.03
H -1.11228 2.42419 0.58051 0.07
H -0.20949 3.53218 -0.44797 0.07
H 0.70455 2.63572 0.78302 0.09
H 1.34147 1.24237 -0.80725 0.13
H -1.37718 0.01551 -0.45887 0.14
H -0.32265 0.12063 0.82183 0.11
H -1.30212 -2.15054 -1.12743 0.09
H -0.55578 -2.50621 0.41574 0.10
H 0.22537 -3.11403 -1.04217 0.08
H -0.05996 0.77035 -2.71572 0.05
H 0.43625 2.31287 -2.48453 0.05
C -2.34778 2.09528 -6.41545 -0.09
C -2.03863 0.67656 -6.91061 -0.42
C -1.52588 -0.22291 -5.79547 -0.22
O -1.65962 -1.60796 -6.08186 -0.19
C -1.40332 -2.41221 -4.94847 -0.10
N -3.33053 0.20255 -7.47982 0.04
H -3.29105 2.13602 -5.86640 0.08
H -2.48383 2.79278 -7.24218 0.07
H -1.55311 2.54587 -5.80902 0.07
H -1.27060 0.88508 -7.65794 0.13
H -2.10014 -0.01508 -4.88130 0.12
H -0.49247 -0.00039 -5.50392 0.12
H -2.19556 -3.14717 -4.79380 0.09
H -1.24478 -1.83547 -4.03634 0.07
H -0.50976 -3.00110 -5.17418 0.09
H -3.93093 -0.02311 -6.68975 0.07
H -3.08535 -0.71373 -7.86563 0.07
C 0.24340 -0.00366 7.87177 -0.08
C 0.18088 0.89683 6.66911 -0.42
C -0.91777 0.54222 5.69045 -0.24
O -0.64843 1.21324 4.48298 -0.17
C -1.65456 0.97364 3.52544 -0.11
N 0.06486 2.30067 7.16753 0.03
H -0.62331 -0.21918 8.50060 0.08
H 0.99433 0.30464 8.60737 0.08
H 0.65870 -0.99675 7.64746 0.08
H 1.08456 0.88359 6.05947 0.13
H -1.94468 0.69179 6.05510 0.13
H -0.93271 -0.55928 5.60651 0.13
H -2.70144 1.00411 3.84686 0.09
H -1.63285 -0.08443 3.21732 0.09
H -1.43083 1.57927 2.65533 0.06
H -0.84989 2.43689 7.59180 0.07
H 0.02183 2.87317 6.32417 0.06
C -0.66866 -6.09130 0.57451 -0.25
C -1.61091 -5.60938 -0.51316 -0.26
O -2.92929 -5.67617 -0.04663 -0.04
O -0.65877 -7.52073 0.55797 -0.07
H -0.95108 -5.70109 1.55444 0.12
H 0.35748 -5.73434 0.42973 0.11
H -1.36351 -6.29365 -1.33808 0.13
H -1.37228 -4.62075 -0.90710 0.08
H -3.41938 -6.41429 -0.41114 0.09
H -0.64380 -7.83345 1.46564 0.08
C 2.75661 -0.36270 2.41780 -0.23
C 2.71585 -0.97943 3.85318 -0.25
O 1.61295 -1.84287 3.96312 -0.06
O 3.34255 -1.33582 1.58710 -0.07
H 3.32878 0.56976 2.46504 0.12
H 1.70441 -0.25869 2.14560 0.11
H 2.51498 -0.13494 4.52503 0.10
H 3.70650 -1.33445 4.15283 0.12
H 1.88027 -2.69299 3.58880 0.09
H 3.06518 -1.35125 0.67021 0.08
C 2.79028 4.71111 -2.26967 -0.26
C 4.19263 5.18759 -1.98280 -0.24
O 4.41934 5.13713 -0.56589 -0.08
O 1.82403 5.38133 -1.48350 -0.06
H 2.76740 3.63001 -2.13228 0.11
H 2.60644 4.84675 -3.34503 0.12
H 4.42004 6.19054 -2.36403 0.11
H 5.00936 4.57103 -2.35568 0.12
H 3.69715 5.55503 -0.08801 0.07
H 1.96987 6.32093 -1.65373 0.10
```

The gap between HOMO and LUMO is 9.697 eV. The value obtained for the LUMO energy is 0.44 eV. The calculation puts the energy above the lowest of the compared OMol25 structures with the same formula, charge and spin at 179.7 kJ/mol. The calculation puts the total energy at -42385.947 eV. As for the multiplicity: 1. Its SMILES is COC[C@H](C)N.COC[C@H](C)N.COC[C@H](C)N.OCCO.OCCO.OCCO.

***

Formula: C4H16N4P
Source: the OMol25 dataset
Level of theory: wB97M-V/def2-TZVPD

The geometry in XYZ format:
```
25
Properties=species:S:1:pos:R:3:lowdin_charge:R:1
C -4.73182 1.25400 -0.53063 -0.10
C -3.42989 1.43212 -1.28786 -0.23
C -3.28800 2.38621 -2.18297 -0.02
C 3.78717 -1.66454 0.67184 0.05
N 0.67799 -0.87064 -0.94804 -0.14
N 3.09208 1.21710 2.30465 0.04
N 0.96088 -3.18568 0.30899 -0.17
N 2.70417 -1.08958 0.98073 -0.13
P 0.85689 -1.58785 0.59669 0.83
H -5.07806 2.21064 -0.40856 0.04
H -5.43666 0.81192 -1.25668 0.09
H -4.59898 0.57111 0.26848 0.06
H 3.14287 2.13874 1.79325 0.09
H -2.58601 0.80729 -0.88549 0.09
H -4.04973 2.99885 -2.49466 0.04
H -2.33162 2.56515 -2.56675 0.03
H 3.65897 -2.65160 0.39396 0.06
H 4.70315 -1.18058 0.91733 0.10
H 0.58397 0.04853 -1.18997 0.00
H 0.68919 -1.47784 -1.74211 0.04
H 3.95362 1.21997 2.83334 0.06
H 2.36721 1.33609 2.91824 0.01
H 0.54545 -3.77117 1.01269 0.06
H 1.10823 -3.51247 -0.61193 0.05
H 2.69890 -0.00576 1.10544 0.06
```

The gap between HOMO and LUMO is 7.682 eV. The value obtained for the LUMO energy is -3.84 eV. The calculation puts the energy above the lowest of the compared OMol25 structures with the same formula, charge and spin at 151.7 kJ/mol. The calculation puts the total energy at -19649.178 eV. Its total charge is +1. As for the multiplicity: 1.

***

Formula: C6H10O2
Source: the OMol25 dataset
Level of theory: wB97M-V/def2-TZVPD

The geometry in XYZ format:
```
18
Properties=species:S:1:pos:R:3:lowdin_charge:R:1
C 0.76480 -0.28602 -1.24090 -0.13
C -0.08457 0.89771 -0.86996 -0.16
C -0.93634 0.60653 0.53823 -0.22
C -1.97160 -0.49124 0.34688 -0.11
C 1.23198 -0.90125 0.09755 -0.38
C 2.08676 0.01966 0.95518 -0.19
O 1.07569 -2.06744 0.38050 0.11
O 2.61078 1.03094 0.57860 0.10
H 2.19336 -0.36004 1.98946 0.13
H 1.65290 0.02821 -1.79195 0.12
H 0.19708 -1.05126 -1.76492 0.12
H -0.82711 1.09314 -1.64093 0.10
H 0.52671 1.77500 -0.66759 0.10
H -0.38065 0.44402 1.46526 0.09
H -1.42429 1.56509 0.72034 0.10
H -1.49863 -1.46622 0.24590 0.06
H -2.57065 -0.31037 -0.54178 0.07
H -2.64623 -0.52646 1.20012 0.07
```

The gap between HOMO and LUMO is 9.328 eV. The value obtained for the LUMO energy is -0.38 eV. The calculation puts the energy above the lowest of the compared OMol25 structures with the same formula, charge and spin at 110.0 kJ/mol. The calculation puts the total energy at -10478.030 eV. As for the multiplicity: 1. Its SMILES is CCCCC(=O)C=O.